Record 1
{
  "formula": "C3H9IN2",
  "method": "ωB97M-V/def2-TZVPD",
  "symbols": ["C", "C", "H", "H", "N", "H", "H", "N", "I", "H", "H", "C", "H", "H", "H"],
  "coordinates": [[-0.3867, -0.6662, -1.8054], [-1.5838, 0.0312, -1.2286], [-1.3753, 1.1847, -1.1512], [1.8260, -1.3587, -0.7594], [0.9914, -0.7524, 0.8358], [-1.6549, -0.3666, -0.1782], [-0.6010, -1.5897, -2.2242], [0.9276, -1.4898, -0.2866], [0.9101, 0.3784, -2.9952], [2.4034, 0.6857, 1.4150], [0.2695, -0.8390, 1.5287], [1.4240, 0.6851, 1.0335], [-2.5390, -0.0324, -1.7055], [0.7099, 1.0808, 1.8418], [1.2425, 1.2286, 0.1615]],
  "forces_ev_per_angstrom": [[1.135, -0.025, 2.371], [1.881, 2.362, 1.986], [-0.347, -2.106, 0.072], [-0.370, 0.203, -0.336], [0.090, 1.311, 1.214], [-0.296, 0.450, -0.697], [-0.233, -1.645, -0.821], [-1.673, 1.421, -0.885], [0.444, 0.558, -0.739], [1.390, 0.404, 0.145], [-0.473, -1.312, -0.516], [-2.471, -1.739, 1.343], [-0.407, -0.582, -0.605], [1.175, -0.384, -1.113], [0.156, 1.084, -1.420]],
  "mulliken_charge": [-0.47, -0.84, 0.23, 0.26, -0.08, 0.20, 0.45, -0.51, 0.06, 0.29, 0.28, -0.72, 0.34, 0.27, 0.23],
  "largest_force_ev_per_a": 3.614,
  "e_homo_ev": [-7.33, -7.33],
  "de_lowest_kj_mol": 331.3,
  "energy_ha": -526.7554
}



Record 2
{
  "formula": "C3H9IN2",
  "method": "ωB97M-V/def2-TZVPD",
  "symbols": ["H", "H", "C", "H", "H", "N", "H", "H", "H", "H", "C", "H", "I", "N", "C"],
  "coordinates": [[2.6415, 0.2066, 0.8799], [-2.8887, 1.0578, -0.3139], [2.0741, -0.7131, 1.1080], [-1.4270, -0.9311, -1.6163], [2.3378, -1.1853, 2.0926], [-1.3941, -0.1669, -1.0228], [0.6816, 0.5939, 2.0950], [2.0900, -1.3832, 0.2439], [0.0269, -1.0502, 1.5288], [-2.5711, 1.0930, -1.7619], [-0.2847, 0.5926, -0.8247], [-0.5466, 1.5320, -0.4693], [1.2719, 0.3136, -2.2592], [-2.7303, 0.3613, -1.1070], [0.7186, -0.3210, 1.4267]],
  "forces_ev_per_angstrom": [[0.285, -0.719, 0.273], [0.263, -1.884, -0.272], [0.380, 0.157, 0.324], [0.787, -1.746, -0.938], [0.959, 0.006, -1.059], [-1.117, 0.417, 1.306], [-0.476, -1.251, -0.821], [0.397, -0.212, 0.360], [-2.410, -1.983, 0.366], [-0.613, 0.686, -1.790], [0.553, -2.524, 0.625], [0.150, 1.925, 0.361], [-0.180, 0.390, 0.149], [0.441, 2.260, 1.583], [0.579, 4.480, -0.467]],
  "mulliken_charge": [0.23, 0.27, -0.70, 0.29, 0.30, -0.01, 0.27, 0.23, 0.41, 0.27, -0.62, 0.54, -0.04, -0.77, -0.67],
  "largest_force_ev_per_a": 4.542,
  "e_homo_ev": [-6.99, -7.38],
  "de_lowest_kj_mol": 434.3,
  "energy_ha": -526.7162
}



Record 3
{
  "formula": "C3H9IN2",
  "method": "ωB97M-V/def2-TZVPD",
  "symbols": ["H", "H", "H", "C", "N", "H", "C", "H", "H", "C", "I", "H", "N", "H", "H"],
  "coordinates": [[0.4472, 2.5766, -1.1125], [-1.5712, -0.4929, 1.6052], [-0.7875, -2.5970, -0.6340], [0.4317, 0.3693, -0.7153], [-0.1234, -1.8231, -0.7914], [0.6241, 0.0268, -1.8245], [-0.4945, -0.4265, 1.2711], [0.0946, -1.1682, 1.8483], [0.7330, -2.1776, -0.3487], [-0.0524, 1.7423, -0.5344], [2.4863, 0.0956, 0.1721], [-1.0519, 1.8802, -0.7273], [-0.4594, -0.5988, -0.2023], [-0.1919, 0.5676, 1.4153], [-0.0847, 2.0256, 0.5783]],
  "forces_ev_per_angstrom": [[-0.003, -1.224, 0.765], [1.054, -0.095, -0.120], [-0.182, 1.097, 0.079], [-3.537, -0.086, -4.444], [0.257, -1.994, 0.670], [0.097, 0.939, 1.788], [-2.562, -2.029, -0.057], [-0.053, 0.382, -0.532], [-0.002, 0.145, -0.212], [1.627, 2.408, 1.623], [4.048, -0.567, 1.360], [-2.702, -0.089, -1.038], [0.653, 0.182, 0.630], [0.513, 0.864, 0.884], [0.793, 0.068, -1.395]],
  "mulliken_charge": [0.31, 0.29, 0.27, -0.57, -0.70, 0.59, -0.79, 0.30, 0.22, -1.17, 0.03, 0.43, 0.20, 0.30, 0.29],
  "multiplicity": 3,
  "largest_force_ev_per_a": 5.681,
  "e_homo_ev": [-4.92, -8.80],
  "de_lowest_kj_mol": 71.1,
  "energy_ha": -526.6818
}



Record 4
{
  "formula": "C3H9IN3",
  "method": "ωB97M-V/def2-TZVPD",
  "symbols": ["H", "H", "N", "H", "H", "H", "I", "H", "H", "H", "N", "C", "H", "C", "C", "N"],
  "coordinates": [[0.3495, 0.4492, 1.3428], [2.0211, -0.1639, -0.4660], [0.3719, 1.1852, 0.6502], [-2.7556, -0.4036, 0.3865], [-0.2087, 1.9891, 0.9547], [-0.2692, -1.6732, 0.0643], [-1.0867, 1.7390, -1.9034], [2.0988, 1.1127, -1.5788], [1.2770, -0.2351, -2.2253], [-1.9598, 0.3902, 2.3303], [-1.7614, -0.4718, 0.6503], [1.4470, 0.2200, -1.2751], [-1.2276, -1.1079, -1.3718], [-0.9238, -0.9122, -0.3473], [0.2382, 0.6963, -0.6200], [-1.3275, -0.1733, 1.8033]],
  "forces_ev_per_angstrom": [[0.724, 0.017, 0.681], [0.866, -1.516, 0.031], [-0.571, 1.362, -0.170], [0.256, 0.928, 0.215], [0.622, -0.805, -0.525], [0.615, 0.255, -0.128], [-0.010, 0.624, -0.101], [-1.141, -0.669, 0.520], [0.041, -1.261, -0.132], [-1.282, 0.115, 0.488], [-1.213, -0.416, -0.496], [1.489, 2.172, -0.513], [-0.917, -0.060, 0.585], [1.763, -0.103, 0.460], [-2.252, 0.260, 0.499], [1.011, -0.904, -1.415]],
  "mulliken_charge": [0.43, 0.38, -0.47, 0.34, 0.30, 0.35, 0.26, 0.38, 0.43, 0.27, 0.51, -1.25, 0.53, -0.82, 0.07, -0.73],
  "largest_force_ev_per_a": 2.683,
  "e_homo_ev": -13.57,
  "total_charge": 1,
  "de_lowest_kj_mol": 324.2,
  "energy_ha": -581.2877
}



Record 5
{
  "formula": "C3H9IN3",
  "method": "ωB97M-V/def2-TZVPD",
  "symbols": ["H", "H", "I", "H", "N", "H", "H", "C", "H", "C", "H", "N", "H", "H", "N", "C"],
  "coordinates": [[-0.8204, 2.7728, 1.2227], [2.1710, -1.9986, -0.4920], [-2.7109, -0.4296, 0.0100], [2.1586, -0.3882, -0.0123], [-0.9578, 2.5317, 0.1294], [0.5654, -2.8296, 1.1013], [-2.8624, 3.2836, 0.4615], [1.7426, -1.0956, -0.5901], [-2.3787, 2.8456, -1.1708], [0.3429, -1.2668, -0.2654], [-0.5135, 0.3357, -1.4603], [-2.1846, 2.7770, -0.1659], [1.7248, -0.8028, -1.6972], [-0.9523, -2.3231, 0.7236], [0.0701, -2.1298, 0.7273], [-0.6629, -0.4162, -0.6850]],
  "forces_ev_per_angstrom": [[-0.373, -0.909, -2.864], [2.050, -3.019, 0.269], [1.335, -0.442, -0.601], [1.664, 2.581, 1.934], [-0.692, 1.154, 2.553], [2.942, -2.778, 1.192], [0.864, -0.932, -0.582], [-2.534, 0.831, -5.107], [-0.108, -0.414, 0.386], [-1.522, 0.577, 2.281], [0.026, -0.522, 0.201], [0.673, 1.026, 0.443], [0.705, -0.193, 1.516], [1.101, 0.002, 0.740], [-5.149, 2.282, -2.071], [-0.981, 0.755, -0.290]],
  "mulliken_charge": [0.29, 0.48, 0.06, 0.32, -0.24, 0.23, 0.27, -1.29, 0.30, 1.28, 0.47, -0.06, 0.33, 0.08, -0.37, -1.14],
  "largest_force_ev_per_a": 6.001,
  "e_homo_ev": [-12.26, -11.30],
  "total_charge": 1,
  "de_lowest_kj_mol": 370.5,
  "energy_ha": -581.2701
}



Record 6
{
  "formula": "C3H9INO",
  "method": "ωB97M-V/def2-TZVPD",
  "symbols": ["I", "N", "C", "H", "H", "H", "H", "O", "H", "H", "C", "C", "H", "H", "H"],
  "coordinates": [[0.6402, -2.4406, -0.6274], [-1.9001, 0.1485, -1.0115], [1.0822, -0.7696, 0.4993], [-1.7769, -0.9045, -1.0879], [-1.4691, 1.8610, 0.2559], [-1.2464, 0.5142, -1.7403], [-2.9585, 0.4550, -1.3359], [0.5438, -0.8566, 1.7036], [1.9452, 0.1581, -0.9715], [3.0597, -0.2110, 0.1671], [-1.4774, 0.7456, 0.2093], [2.0807, 0.2732, 0.0748], [-1.4533, -0.0165, 1.0730], [0.9287, -0.2706, 2.3148], [2.0010, 1.3138, 0.4767]],
  "forces_ev_per_angstrom": [[0.121, 0.017, -0.200], [-2.094, 0.441, -2.972], [-1.138, 1.488, -0.091], [-0.304, 1.258, 0.520], [-0.066, -1.358, 0.015], [-0.853, -0.283, 0.115], [2.953, -1.181, 0.806], [-0.634, -1.709, -0.109], [0.065, 1.097, -1.337], [0.380, 0.622, 0.563], [0.815, -1.091, 2.633], [0.000, -1.506, 0.324], [-0.171, 1.968, -1.341], [0.953, 1.379, 1.364], [-0.028, -1.141, -0.291]],
  "mulliken_charge": [0.19, -0.32, 0.06, 0.23, 0.36, 0.40, 0.41, -0.40, 0.32, 0.37, -0.68, -0.95, 0.33, 0.30, 0.36],
  "largest_force_ev_per_a": 3.662,
  "e_homo_ev": [-10.64, -13.32],
  "total_charge": 1,
  "de_lowest_kj_mol": 388.4,
  "energy_ha": -546.9729
}



Record 7
{
  "formula": "C3H9INO3",
  "method": "ωB97M-V/def2-TZVPD",
  "symbols": ["H", "H", "N", "H", "C", "H", "I", "H", "O", "O", "H", "H", "H", "O", "H", "C", "C"],
  "coordinates": [[0.6100, 1.2295, 1.9165], [-1.6748, 0.3407, -1.8805], [-0.3140, 0.3315, -0.3430], [-0.0245, 0.3145, -2.4926], [-0.7001, -1.8424, 0.4880], [0.6935, 2.8628, 1.2897], [3.5832, 0.1254, -0.0935], [-1.5072, -2.0720, -0.1652], [-0.0728, 1.5844, -0.0329], [1.8459, -0.5813, -0.3228], [-0.9547, 2.0235, 1.6981], [-0.7643, -2.2281, 1.5607], [0.1756, -2.0430, -0.1327], [-0.5966, -0.4100, 0.7691], [-0.6472, -1.1520, -1.7583], [-0.6755, -0.0780, -1.6769], [0.0792, 1.9292, 1.3461]],
  "forces_ev_per_angstrom": [[0.722, -1.246, 0.530], [0.084, -0.413, 0.053], [0.394, -0.732, 2.120], [-0.006, 0.015, 1.179], [1.139, 0.414, 1.296], [-1.032, -0.619, 0.176], [-0.750, -0.283, -0.150], [-1.347, -0.092, 0.204], [0.209, -0.317, -1.989], [1.258, 0.157, 0.057], [0.515, 0.451, 0.441], [0.227, -0.021, -1.944], [0.366, -0.751, 0.988], [-0.632, 0.466, -1.586], [-0.104, -0.066, 0.122], [-0.491, 1.204, -1.345], [-0.553, 1.833, -0.152]],
  "mulliken_charge": [0.32, 0.37, 0.73, 0.30, -0.72, 0.29, 0.45, 0.36, -0.27, -0.41, 0.32, 0.24, 0.39, -0.26, 0.29, -0.79, -0.61],
  "largest_force_ev_per_a": 2.277,
  "e_homo_ev": [-13.35, -13.06],
  "total_charge": 1,
  "de_lowest_kj_mol": 123.4,
  "energy_ha": -697.3387
}



Record 8
{
  "formula": "C3H9N",
  "method": "ωB97M-V/def2-TZVPD",
  "symbols": ["H", "H", "C", "H", "N", "H", "H", "C", "H", "H", "H", "C", "H"],
  "coordinates": [[-0.7290, 1.2690, 0.5330], [-0.6074, 0.7399, -2.2252], [-0.5709, -0.6686, 1.3660], [-1.2187, -1.3361, 0.6651], [-0.0454, 0.6139, 0.8661], [0.3252, -1.2514, 1.6846], [1.5828, -0.2973, -0.1702], [0.7488, 0.3312, -0.3998], [-1.1014, -0.5352, 2.2760], [-0.7311, -1.0452, -1.5337], [1.0986, 1.4021, -0.6645], [-0.0239, -0.1434, -1.6716], [0.7757, -0.3578, -2.3958]],
  "forces_ev_per_angstrom": [[-0.843, 0.044, 0.381], [0.944, -1.836, 1.596], [0.353, -0.853, -0.838], [1.068, 1.241, 0.895], [0.945, -1.842, -1.703], [-0.589, 0.159, -0.485], [0.464, -0.406, 0.151], [-1.486, 3.270, -0.122], [-0.780, 0.325, 0.726], [1.262, 1.435, -0.246], [0.117, -1.833, 0.248], [-1.063, 0.749, -0.651], [-0.392, -0.453, 0.046]],
  "mulliken_charge": [0.26, 0.22, -0.74, 0.20, -0.41, 0.27, 0.42, -0.56, 0.35, 0.27, 0.25, -0.82, 0.30],
  "largest_force_ev_per_a": 3.594,
  "e_homo_ev": -9.01,
  "de_lowest_kj_mol": 109.4,
  "smiles": "CCNC",
  "energy_ha": -174.4114
}



What is the formula in the eighth record?
C3H9N